Record 1
94
Properties=species:S:1:pos:R:3:lowdin_charge:R:1 method="wB97M-V/def2-TZVPD" spin_multiplicity=3 max_force_ev_per_a=2.4 mol_weight_g_mol=848.7 e_homo_ha="-0.29882 / -0.28875" total_energy_ev=-84305.4272 total_charge=0 de_lowest_kcal_mol=0.0
C -2.93519 -0.67718 -3.33295 -0.052
C -2.79666 0.72520 -2.83697 -0.220
H -3.86955 -0.84992 -3.87251 0.068
H -2.90159 -1.36408 -2.47710 0.021
H -2.09437 -0.93659 -3.99491 0.092
C -3.71838 1.69324 -2.97790 -0.099
C -5.02902 1.52710 -3.67817 -0.089
H -3.50804 2.70342 -2.61357 0.108
H -5.26637 0.47781 -3.88382 0.060
H -5.02075 2.07371 -4.63154 0.080
H -5.85447 1.94232 -3.08544 0.075
Au 0.34063 -1.44071 -0.13150 0.747
Cl -1.17577 -1.94142 1.50382 0.151
C 0.86758 2.73273 1.12821 -0.338
O 0.34958 1.89493 1.86058 0.004
N 1.11931 4.03132 1.44718 -0.185
C 0.75794 4.54139 2.75573 -0.044
C 1.85003 4.91916 0.55552 -0.063
H 1.20349 2.50465 0.08613 0.132
H 0.31360 3.73051 3.33895 0.088
H 0.04539 5.37209 2.66069 0.088
H 1.64751 4.93063 3.26681 0.087
H 2.09080 4.38390 -0.37118 0.083
H 2.78461 5.25605 1.02136 0.086
H 1.25465 5.80612 0.30618 0.078
H 4.28955 -1.92318 4.80691 0.088
H 5.25825 -3.71460 3.54235 0.089
C 3.28822 -2.35186 4.65990 -0.042
C 4.28266 -4.11737 3.24494 -0.060
N 3.26772 -3.10000 3.42200 -0.203
H 2.54144 -1.55907 4.63643 0.090
C 2.34691 -2.87894 2.45719 -0.308
O 1.54355 -1.93838 2.47455 -0.116
H 4.30489 -4.40438 2.19172 0.085
H 2.41091 -3.62257 1.63486 0.108
H 3.09247 -3.02503 5.50833 0.094
H 4.05624 -5.00420 3.85225 0.090
H -4.04136 -0.58595 -0.12201 0.079
H -4.51199 2.18873 -0.13463 0.068
C -4.09667 -0.44667 0.96519 -0.086
C -4.59367 1.95746 0.93564 -0.077
N -3.66206 0.89612 1.28632 -0.211
H -3.42522 -1.16793 1.44575 0.001
C -2.80777 1.11641 2.35621 -0.344
O -2.51847 0.32299 3.22950 0.005
H -4.33974 2.85324 1.52134 0.089
H -2.41816 2.16059 2.33130 0.124
H -5.13814 -0.59837 1.29135 0.088
H -5.63024 1.64483 1.14621 0.090
O -1.64587 0.15193 -0.92884 -0.041
C -1.51952 0.93139 -1.99907 -0.387
C -1.81061 3.10309 -0.66492 -0.054
C -1.16137 2.41870 -1.68862 -0.170
H -2.41605 2.52140 0.04024 0.082
C -1.73068 4.49802 -0.56305 -0.064
H -0.70627 0.56925 -2.67205 0.139
C -0.27296 3.10463 -2.53123 -0.036
H -2.31228 5.03456 0.18580 0.106
C -0.90233 5.19621 -1.45532 -0.110
C -0.16030 4.49277 -2.40781 -0.098
H 0.27677 2.55299 -3.29866 0.114
H -0.84203 6.28374 -1.40033 0.101
H 0.51118 5.03538 -3.08031 0.104
Si -0.94268 -5.06893 -0.22400 0.168
Cl -1.62067 -3.41012 -1.40615 0.273
C -1.79290 -5.19610 1.44703 -0.233
C 0.91601 -4.89638 -0.16479 -0.232
C -1.41940 -6.68660 -1.08729 -0.221
H -2.10378 -4.20376 1.82655 -0.043
H -1.09448 -5.66461 2.17594 0.042
H -2.66554 -5.87134 1.33454 0.029
H -2.48749 -6.87683 -0.90944 0.026
H -0.84517 -7.53725 -0.68372 0.036
H -1.24221 -6.61093 -2.16870 0.023
H 1.23568 -3.85256 -0.02637 -0.040
H 1.33090 -5.26211 -1.11239 0.037
H 1.30395 -5.52343 0.64846 0.035
C 5.21616 1.19536 0.54193 -0.070
C 4.09593 0.86211 1.33465 -0.044
C 2.98320 0.27203 0.75150 -0.052
C 2.95045 -0.04234 -0.61345 -0.190
C 1.86419 -0.74834 -1.22331 -0.262
C 1.81463 -0.89239 -2.59667 -0.107
C 2.89621 -0.43672 -3.40154 -0.058
C 4.01299 0.12937 -2.82002 -0.012
C 4.07452 0.35527 -1.42380 -0.171
C 5.21100 0.94173 -0.82024 -0.028
H 6.08561 1.66172 0.99828 0.102
H 4.11790 1.04303 2.40863 0.112
H 2.11970 0.01143 1.36463 0.074
H 0.94696 -1.35013 -3.05460 0.087
H 2.83982 -0.57947 -4.48278 0.105
H 4.87178 0.40484 -3.43113 0.118
H 6.06478 1.20115 -1.44473 0.112


Record 2
43
Properties=species:S:1:pos:R:3:nbo_charge:R:1 method="wB97M-V/def2-TZVPD" max_force_ev_per_a=3.4 mol_weight_g_mol=614.3 e_homo_ha=-0.50506 total_energy_ev=-115009.2682 total_charge=+2 de_lowest_kcal_mol=0.0
I 3.49417 -2.67673 -4.81854 0.033
I 3.71612 -3.78505 -2.57076 -0.004
Ga 0.65207 -0.15721 -1.19592 1.190
P 2.52032 0.99452 -0.45077 0.949
C 3.17316 0.57661 1.20932 -0.938
C 3.98048 0.81068 -1.54135 -0.934
H 4.81175 1.43647 -1.19838 0.272
H 3.21575 3.31761 -0.09864 0.280
H 3.68552 1.09965 -2.55337 0.280
H 1.94416 3.14977 -1.35251 0.283
H 3.44200 -0.48294 1.23682 0.263
H 4.29075 -0.23759 -1.55382 0.263
C 2.28440 2.80928 -0.37110 -0.923
H 4.05346 1.18180 1.44962 0.278
H 1.51082 3.03980 0.36616 0.252
H 2.39640 0.75136 1.95869 0.241
P -1.19302 -1.15130 -2.18591 0.948
C -2.07153 -2.45103 -1.23936 -0.939
C -2.52264 0.03118 -2.62087 -0.923
H -0.34103 -1.23092 -4.43473 0.280
H -1.73191 -2.34911 -4.25451 0.272
H -0.12115 -2.78968 -3.61296 0.263
C -0.82000 -1.96636 -3.78336 -0.933
H -2.08522 0.81986 -3.23846 0.283
H -3.33262 -0.46706 -3.16463 0.280
H -2.92216 -2.84335 -1.80633 0.278
H -2.42686 -2.03287 -0.29360 0.242
H -2.91695 0.48182 -1.70631 0.251
H -1.37834 -3.26586 -1.01348 0.264
Cl 0.82209 1.15361 -3.18219 -0.545
N -0.26875 0.12168 0.44133 -0.666
C -0.80798 0.20896 1.47329 0.616
C -1.48019 0.31773 2.76576 -0.191
C -0.80508 0.82152 3.89570 -0.149
C -1.48996 1.01229 5.10771 -0.183
C -2.84863 0.70021 5.20307 -0.111
C -3.52056 0.17737 4.09564 -0.194
C -2.84110 -0.01584 2.88329 -0.145
H 0.24427 1.08230 3.84212 0.230
H -0.97420 1.41631 5.97132 0.252
H -3.38159 0.86535 6.13331 0.253
H -4.57376 -0.06408 4.17389 0.253
H -3.38244 -0.41079 2.03480 0.230